1.
A structure of composition C4H3FeO4 in a non-equilibrium geometry, computed with ωB97M-V/def2-TZVPD.

Calculated values
Charge ... +1
LUMO energy (alpha / beta) ... -6.65 / -6.84 eV
2S+1 ... 5
Expectation value of S² ... 6.010

Cartesian coordinates (Å):
C 0.020 0.483 -0.777
C -0.304 -0.073 0.362
H -1.128 -0.778 0.507
O -0.366 1.279 -2.847
C 0.447 0.600 -2.055
O 1.208 -0.283 -2.706
H -1.260 1.277 -2.283
O 0.455 0.113 1.506
C -0.026 -0.374 2.645
O 0.599 -0.036 3.682
Fe -0.965 -1.114 4.164
H 1.320 -1.095 -2.197

=====

2.
The ion C4H11N2S with charge -1 in a non-equilibrium geometry, computed with ωB97M-V/def2-TZVPD.

Calculated values
Charge ... -1
LUMO energy ... 4.06 eV
SMILES ... NCNCCC[S-]
Energy relative to the best compared isomer or geometry (same formula, charge and spin) ... 1.9863 eV

Cartesian coordinates (Å):
N 1.422 1.039 0.695
C 0.373 0.604 1.630
N 0.404 -0.854 1.482
C -0.620 -1.368 0.345
C -0.370 -0.826 -1.083
C -0.806 0.571 -1.538
S 0.477 1.666 -2.280
H 1.298 1.259 -0.325
H 1.891 1.793 1.152
H -0.670 0.909 1.377
H 0.376 0.839 2.697
H 1.406 -1.037 1.169
H -1.711 -1.280 0.731
H -0.403 -2.489 0.247
H 0.689 -0.871 -1.381
H -0.779 -1.579 -1.729
H -1.478 1.151 -0.835
H -1.500 0.473 -2.353

=====

3.
A cluster of 2 separate species, C5H15NO3P in total in a non-equilibrium geometry, computed with ωB97M-V/def2-TZVPD.

Calculated values
Charge ... +1
LUMO energy ... -3.34 eV
Energy relative to the best compared isomer or geometry (same formula, charge and spin) ... 1.4487 eV

Cartesian coordinates (Å):
C -3.152 -0.107 -0.628
C -4.106 0.342 1.591
C 2.577 -2.135 -0.526
C -3.337 0.708 0.377
C 1.994 2.130 0.199
N 3.283 1.541 0.580
O -0.344 -0.932 -0.144
O 2.209 -0.788 -0.259
O 1.024 1.188 0.271
P 0.818 -0.024 -0.904
H -3.661 -1.114 -0.448
H -3.647 0.873 2.579
H -5.187 0.601 1.495
H -4.029 -0.727 1.602
H 1.792 -2.895 -0.196
H 3.428 -2.257 0.251
H 2.985 -2.293 -1.503
H -2.798 1.612 0.365
H 4.011 2.016 0.010
H 2.186 2.470 -0.925
H 1.858 2.986 0.744
H 3.470 1.605 1.682
H -2.615 0.058 -1.635
H 3.164 0.495 0.300
H -1.267 -0.700 -0.466

=====

4.
A structure of composition C33H38N9O2STa in a non-equilibrium geometry, computed with ωB97M-V/def2-TZVPD.

Calculated values
Charge ... +4
LUMO energy ... -12.40 eV
Energy relative to the best compared isomer or geometry (same formula, charge and spin) ... 2.1122 eV

Cartesian coordinates (Å):
Ta 0.236 -0.572 0.640
C -4.241 -0.483 -4.455
C -3.648 -0.298 -3.102
C -3.522 0.969 -2.532
C -2.974 1.138 -1.254
C -3.022 2.300 -0.421
N -2.915 3.569 -0.653
C -2.418 4.290 -1.800
C -0.893 4.512 -1.690
C -0.374 5.019 -0.334
N 0.223 3.957 0.459
C 1.336 4.062 1.119
C 1.892 3.097 1.999
C 3.062 3.455 2.699
C 3.620 2.660 3.692
C 4.895 3.027 4.351
C 2.936 1.495 4.037
C 1.841 1.023 3.297
C 1.249 -0.233 3.678
N 0.560 -1.033 2.933
C 0.051 -2.262 3.534
C -1.317 -2.703 3.003
C -1.310 -3.393 1.630
N -1.345 -2.390 0.589
C -2.287 -2.418 -0.280
C -2.617 -1.297 -1.135
C -3.270 -1.421 -2.358
C -2.399 -0.001 -0.606
O -1.622 0.175 0.416
C 1.328 1.797 2.217
O 0.371 1.326 1.460
H -4.337 0.457 -4.991
H -5.236 -0.918 -4.357
H -3.653 -1.177 -5.055
H -3.946 1.816 -3.052
H -3.160 2.043 0.630
H -3.140 4.179 0.130
H -2.927 5.255 -1.836
H -2.617 3.746 -2.720
H -0.633 5.243 -2.456
H -0.374 3.583 -1.930
H -1.168 5.497 0.249
H 0.387 5.786 -0.488
H -0.268 3.065 0.532
H 1.864 5.009 1.044
H 3.536 4.396 2.458
H 5.218 4.021 4.066
H 5.671 2.320 4.056
H 4.817 2.977 5.434
H 3.295 0.907 4.872
H 1.434 -0.520 4.720
H -0.033 -2.134 4.622
H 0.783 -3.062 3.362
H -2.003 -1.851 2.981
H -1.718 -3.424 3.718
H -2.175 -4.062 1.557
H -0.407 -3.998 1.531
H -2.966 -3.273 -0.341
H -3.470 -2.409 -2.748
C 0.490 -3.947 -3.064
C 0.698 -3.081 -1.870
N 0.397 -1.823 -1.834
N -0.009 -1.195 -2.971
C 0.023 0.151 -3.089
N -0.195 0.676 -4.288
S 0.263 1.127 -1.738
C 1.418 -3.598 -0.700
C 2.056 -4.840 -0.754
C 2.923 -5.214 0.264
C 3.171 -4.308 1.284
C 2.478 -3.103 1.284
N 1.585 -2.766 0.354
H -0.347 -3.622 -3.681
H 0.292 -4.976 -2.780
H 1.382 -3.951 -3.694
H -0.074 -1.749 -3.824
H -0.267 0.108 -5.122
H -0.082 1.668 -4.441
H 1.924 -5.504 -1.594
H 3.410 -6.178 0.238
H 3.895 -4.517 2.057
H 2.668 -2.368 2.058
N 3.392 0.284 0.420
C 2.317 -0.108 0.360

=====

5.
A structure of composition C34H50As3ClN7O5S2Tl, computed with ωB97M-V/def2-TZVPD.

Calculated values
Charge ... +2
LUMO energy ... -5.77 eV
Energy relative to the best compared isomer or geometry (same formula, charge and spin) ... 0.0000 eV

Cartesian coordinates (Å):
Tl -0.294 -0.380 -0.403
C -3.727 -0.294 -1.738
As -2.656 0.688 -0.469
C -2.443 2.424 -1.285
C -3.601 1.137 1.175
C -4.295 0.104 2.071
C -5.185 -0.832 1.251
C -3.298 -0.707 2.903
As -2.134 -1.982 1.961
C -0.991 -2.367 3.495
C -3.210 -3.615 2.023
C -5.224 0.892 3.025
As -4.747 2.446 4.177
C -2.859 2.175 4.656
C -4.449 3.855 2.832
H -4.750 0.079 -1.723
H -3.716 -1.356 -1.508
H -3.285 -0.121 -2.719
H -3.422 2.822 -1.548
H -1.824 2.314 -2.172
H -1.958 3.094 -0.576
H -4.340 1.858 0.811
H -2.857 1.692 1.746
H -4.601 -1.470 0.582
H -5.901 -0.270 0.647
H -5.754 -1.487 1.913
H -3.842 -1.278 3.661
H -2.613 -0.042 3.425
H -1.604 -2.629 4.357
H -0.392 -1.488 3.728
H -0.327 -3.200 3.266
H -3.670 -3.726 3.005
H -2.560 -4.471 1.842
H -3.987 -3.606 1.261
H -5.664 0.174 3.722
H -6.068 1.286 2.447
H -2.758 1.318 5.322
H -2.555 3.063 5.212
H -2.194 2.048 3.801
H -5.303 3.910 2.156
H -3.534 3.722 2.253
H -4.390 4.804 3.363
O 1.644 -2.034 -5.536
C 2.698 -1.989 -4.739
O 3.363 -2.967 -4.496
C 2.979 -0.703 -4.045
C 4.203 -0.319 -3.528
Cl 5.741 -0.988 -3.750
N 3.990 0.719 -2.692
N 2.679 1.008 -2.602
C 2.068 0.171 -3.422
C 0.578 0.171 -3.528
O 0.062 -0.168 -4.587
O -0.072 0.490 -2.463
C 4.932 1.432 -1.885
C 5.969 2.130 -2.479
C 6.861 2.819 -1.671
C 6.703 2.811 -0.292
C 5.653 2.111 0.289
C 4.761 1.411 -0.508
H 1.123 -1.199 -5.487
H 6.075 2.135 -3.556
H 7.679 3.365 -2.121
H 7.404 3.348 0.333
H 5.541 2.097 1.365
H 3.939 0.848 -0.079
C -1.063 -4.927 -2.763
C -1.223 -3.745 -3.464
C -1.035 -2.543 -2.802
N -0.691 -2.489 -1.511
C -0.548 -3.632 -0.830
C -0.727 -4.869 -1.416
H -1.201 -5.881 -3.254
H -1.483 -3.739 -4.513
H -1.148 -1.601 -3.323
H -0.283 -3.537 0.216
H -0.607 -5.767 -0.827
C 1.767 5.160 1.191
N 1.141 3.851 1.141
C 0.503 3.188 2.264
C 0.184 1.835 1.654
O -0.426 0.917 2.189
N 0.653 1.789 0.380
C 1.229 2.988 0.122
N 1.807 3.267 -1.029
H 1.441 5.667 2.095
H 1.457 5.767 0.340
H 2.856 5.083 1.210
H -0.404 3.698 2.594
H 1.175 3.078 3.119
H 2.003 2.500 -1.683
H 2.289 4.141 -1.156
S 1.494 -1.379 1.132
C 2.519 -2.409 0.237
N 3.325 -3.268 0.827
C 4.329 -3.912 -0.033
C 3.718 -3.910 -1.428
S 2.680 -2.414 -1.470
H 3.369 -3.328 1.835
H 4.529 -4.920 0.322
H 5.252 -3.329 0.001
H 3.076 -4.770 -1.609
H 4.453 -3.840 -2.225

=====

6.
A structure of composition C29H41InN4SSi3, computed with ωB97M-V/def2-TZVPD.

Calculated values
Charge ... +2
LUMO energy ... -5.76 eV
Energy relative to the best compared isomer or geometry (same formula, charge and spin) ... 0.0000 eV

Cartesian coordinates (Å):
In 0.138 -0.167 -0.170
C 2.517 1.935 3.152
C 2.828 0.916 4.038
C 2.318 -0.351 3.812
C 1.499 -0.559 2.715
N 1.194 0.423 1.862
C 1.706 1.645 2.074
C 0.992 -1.904 2.359
C 0.859 -2.916 3.290
C 0.498 -4.184 2.858
C 0.297 -4.401 1.508
C 0.400 -3.324 0.648
N 0.723 -2.095 1.057
H 2.902 2.936 3.284
H 3.475 1.100 4.885
H 2.579 -1.173 4.462
H 1.453 2.408 1.352
H 1.033 -2.720 4.339
H 0.384 -4.991 3.570
H 0.041 -5.378 1.122
H 0.221 -3.440 -0.406
C 1.035 -1.532 -3.368
Si -0.807 -1.705 -3.119
C -1.099 -3.534 -2.882
C -1.673 -1.241 -4.701
C -1.415 -0.586 -1.710
Si -3.024 -1.219 -0.872
C -4.237 -1.691 -2.207
C -2.775 -2.703 0.230
C -3.786 0.063 0.253
Si -1.668 1.174 -2.298
C -3.276 1.482 -3.178
C -0.268 1.849 -3.322
C -1.716 2.224 -0.717
C -2.454 3.401 -0.646
C -2.569 4.078 0.555
C -1.957 3.549 1.682
C -1.216 2.393 1.549
N -1.072 1.757 0.375
H 1.339 -2.112 -4.245
H 1.568 -1.937 -2.499
H 1.343 -0.497 -3.520
H -0.895 -4.015 -3.843
H -2.124 -3.787 -2.610
H -0.422 -3.989 -2.163
H -1.225 -1.788 -5.536
H -1.606 -0.177 -4.937
H -2.729 -1.517 -4.662
H -4.082 -2.723 -2.534
H -4.182 -1.047 -3.083
H -5.257 -1.626 -1.815
H -2.217 -3.513 -0.237
H -3.762 -3.097 0.492
H -2.287 -2.427 1.170
H -4.015 1.008 -0.242
H -3.145 0.278 1.112
H -4.727 -0.335 0.643
H -3.400 0.803 -4.023
H -3.293 2.500 -3.581
H -4.143 1.365 -2.523
H -0.172 1.342 -4.285
H 0.679 1.767 -2.787
H -0.454 2.909 -3.518
H -2.962 3.769 -1.529
H -3.151 4.988 0.623
H -2.055 4.019 2.651
H -0.745 1.946 2.410
S 2.507 0.834 -0.729
C 3.243 0.793 -2.304
N 3.992 -0.281 -2.640
C 4.697 -0.398 -3.783
C 4.683 0.620 -4.694
C 3.938 1.761 -4.393
C 3.228 1.848 -3.210
H 4.022 -1.034 -1.964
H 5.251 -1.316 -3.916
H 5.250 0.537 -5.609
H 3.920 2.589 -5.092
H 2.662 2.733 -2.958

=====

7.
An isolated molecule of C5H8O2, computed with ωB97M-V/def2-TZVPD.

Calculated values
Charge ... 0
LUMO energy ... 0.63 eV
SMILES ... O=CCCCC=O
Energy relative to the best compared isomer or geometry (same formula, charge and spin) ... 1.0362 eV

Cartesian coordinates (Å):
O 2.807 0.768 -1.529
C 1.953 0.070 -1.055
C 0.948 0.568 -0.045
C -0.491 0.334 -0.527
C -1.477 0.560 0.634
C -1.647 -0.695 1.455
O -2.026 -1.733 0.974
H 1.892 -1.000 -1.338
H 1.068 -0.043 0.857
H 1.174 1.613 0.157
H -0.740 0.964 -1.376
H -0.604 -0.719 -0.774
H -1.179 1.394 1.272
H -2.489 0.806 0.291
H -1.412 -0.665 2.538

=====

8.
A cluster of 5 separate species, C10H20Br10 in total in a non-equilibrium geometry, computed with ωB97M-V/def2-TZVPD.

Calculated values
Charge ... 0
LUMO energy ... 0.35 eV
SMILES ... BrCCBr.BrCCBr.BrCCBr.BrCCBr.BrCCBr
Energy relative to the best compared isomer or geometry (same formula, charge and spin) ... 0.2229 eV

Cartesian coordinates (Å):
Br 9.436 20.939 -15.680
C 10.339 19.488 -14.713
C 9.527 18.235 -14.898
Br 10.429 16.747 -14.083
H 10.257 19.853 -13.695
H 11.363 19.388 -15.052
H 9.354 18.038 -15.955
H 8.531 18.360 -14.479
Br -0.630 14.526 -12.937
C -1.839 16.036 -13.116
C -1.839 16.575 -14.517
Br -3.269 17.934 -14.589
H -1.612 16.775 -12.354
H -2.828 15.652 -12.875
H -2.102 15.835 -15.261
H -0.976 17.190 -14.734
Br 2.834 16.184 -10.061
C 1.973 17.775 -10.797
C 1.817 17.551 -12.282
Br 1.239 19.197 -13.108
H 2.629 18.604 -10.557
H 1.025 17.905 -10.286
H 1.080 16.774 -12.470
H 2.735 17.220 -12.755
Br 8.060 20.831 -19.413
C 6.650 20.094 -18.278
C 5.475 21.028 -18.332
Br 4.164 20.478 -16.998
H 7.102 20.041 -17.290
H 6.446 19.076 -18.591
H 4.969 20.904 -19.284
H 5.731 22.061 -18.140
Br 1.533 16.125 -15.557
C 3.449 15.983 -15.251
C 4.077 17.265 -15.711
Br 6.015 17.119 -15.401
H 3.815 15.102 -15.762
H 3.572 15.875 -14.177
H 3.777 18.136 -15.142
H 3.988 17.402 -16.782

=====

no.,calculated total energy (hartree)
1,-1718.4075
2,-666.6736
3,-821.0622
4,-2377.5196
5,-10221.0584
6,-2805.1840
7,-345.7669
8,-26133.1813